Entry 1:
# C2H4N2O

A cluster of 2 separate species, C2H4N2O in total at a distorted geometry (the ωB97M-V functional and the def2-TZVPD basis, OMol25).

Output
Energy above the lowest of the compared OMol25 structures with the same formula, charge and spin = 454.7 kJ/mol
SMILES = C1=NN1.C=O
HOMO = -0.3428 Eh

Each line ends with the natural charge from an NBO analysis.
Atoms and positions in Å:
O: -0.1582 -0.8031 0.1070  -0.515
N: 0.5134 1.8009 -1.5518  -0.222
N: 1.6898 1.3040 -0.5775  -0.528
C: 0.8410 0.6202 -1.4896  0.219
C: -0.3756 -0.8170 1.2853  0.307
H: 1.2807 1.2213 0.4342  0.302
H: -0.9648 -1.5340 1.8355  0.125
H: 0.0280 0.0281 1.8730  0.100
H: 0.9274 -0.3455 -1.7980  0.212

***

Entry 2:
# C2H4N2O

An isolated molecule of C2H4N2O at a distorted geometry (the ωB97M-V functional and the def2-TZVPD basis, OMol25).

Output
Energy above the lowest of the compared OMol25 structures with the same formula, charge and spin = 433.4 kJ/mol
SMILES = Oc1c[nH][nH]1
HOMO = -0.3038 Eh

Each line ends with the natural charge from an NBO analysis.
Atoms and positions in Å:
O: 1.6718 -0.5121 -1.1399  -0.665
N: -1.0254 0.4331 0.6905  -0.447
N: -1.0273 -0.6518 -0.2347  -0.548
C: 0.2172 0.9447 0.3559  -0.143
C: 0.5766 0.0485 -0.5483  0.376
H: 0.7030 1.7707 0.6723  0.207
H: 1.9508 -1.2458 -0.6158  0.484
H: -1.1329 -1.6747 0.0998  0.359
H: -1.9338 0.8873 0.7202  0.375

***

Entry 3:
# C2H4N2O

An isolated molecule of C2H4N2O at a distorted geometry (the ωB97M-V functional and the def2-TZVPD basis, OMol25).

Output
Energy above the lowest of the compared OMol25 structures with the same formula, charge and spin = 373.5 kJ/mol
HOMO = -0.2930 Eh

Each line ends with the natural charge from an NBO analysis.
Atoms and positions in Å:
O: 0.7102 0.5793 -0.3378  -0.517
N: -1.6275 0.4198 -0.5207  -0.015
N: -2.4621 -0.3101 -0.4375  -0.034
C: 0.9657 -0.7524 0.2933  -0.278
C: -0.5991 1.0790 -0.2208  0.047
H: -0.3467 2.1198 -0.0345  0.222
H: 0.6572 -1.6780 -0.2184  0.183
H: 0.6178 -0.7832 1.3093  0.184
H: 2.0843 -0.6741 0.1671  0.207

***

Entry 4:
# C2H4N2O

A cluster of 2 separate species, C2H4N2O in total at a distorted geometry (the ωB97M-V functional and the def2-TZVPD basis, OMol25).

Output
Energy above the lowest of the compared OMol25 structures with the same formula, charge and spin = 527.7 kJ/mol
HOMO (spin up / spin down) = -0.3297 / -0.3298 Eh

Each line ends with the natural charge from an NBO analysis.
Atoms and positions in Å:
O: 1.5862 0.4585 0.3465  -0.161
N: 0.4612 0.9724 0.7184  -0.488
N: -4.0323 -0.4729 -0.0054  -0.324
C: -2.8925 -0.3260 -0.2628  0.063
C: 1.9146 -0.4514 -0.4169  0.006
H: 0.6942 1.6908 1.3980  0.312
H: -1.8109 -0.1937 -0.3706  0.249
H: 2.9651 -0.7053 -0.4055  0.185
H: 1.1145 -0.9726 -1.0016  0.157